Record 1
23
Properties=species:S:1:pos:R:3 method="wB97M-V/def2-TZVPD" charge=+1 spin_multiplicity=1 homo_ev=-14.2 orbital_gap_ev=10.67 lumo_ev=-3.486
C -2.42979 -0.42894 1.10588
C -1.54103 0.24313 -0.05788
C -2.00306 -0.47468 -1.36660
C -0.16228 -0.11780 0.05788
N 0.59311 -1.12725 0.01843
N 1.85479 -0.87971 0.11869
C 2.97186 -1.80509 0.10523
N 2.12902 0.38298 0.17571
N 1.13455 1.10287 0.22495
C 1.06353 2.55857 0.11358
H -3.45167 -0.16858 0.85415
H -2.39700 0.10193 2.06809
H -2.19042 -1.46750 0.99383
H -1.77022 1.32976 -0.04618
H -1.41824 -0.18821 -2.23277
H -3.04621 -0.02791 -1.51351
H -1.96728 -1.57679 -1.20851
H 3.83771 -1.46182 0.75147
H 2.54657 -2.72587 0.53458
H 3.21520 -1.78045 -1.00816
H 2.05950 2.94687 -0.16057
H 0.34513 2.75893 -0.63741
H 0.62623 2.80556 1.10911

***

Record 2
25
Properties=species:S:1:pos:R:3 method="wB97M-V/def2-TZVPD" charge=0 spin_multiplicity=1 homo_ev=-7.2 orbital_gap_ev=8.02 lumo_ev=0.826
C -2.70036 0.33603 -0.06811
C -0.68579 -0.04161 0.50731
C 1.76758 0.69190 -0.08641
C -0.23999 0.80413 -0.52087
C -0.48534 -1.52633 0.47833
C 2.40422 -0.35643 -0.96412
C 2.18813 0.62633 1.36238
O -2.91883 1.12209 -1.20864
O -3.35307 -0.89912 -0.21806
H -2.93309 -1.35077 -0.96283
H -3.87995 1.21411 -1.33856
H -3.12864 0.81296 0.81919
H -0.66550 0.39343 1.50498
H 1.95410 1.69098 -0.48704
H -0.29712 0.43758 -1.54173
H -0.41002 1.86799 -0.38829
H -1.32425 -2.01707 0.98169
H -0.41715 -1.90481 -0.54351
H 0.41295 -1.82155 1.02506
H 2.07793 -0.26715 -2.00459
H 1.65174 1.35200 1.97975
H 3.50157 -0.26468 -0.97387
H 2.17900 -1.37078 -0.61984
H 2.03977 -0.37040 1.79030
H 3.26213 0.84120 1.47749

***

Record 3
70
Properties=species:S:1:pos:R:3 method="wB97M-V/def2-TZVPD" charge=+1 spin_multiplicity=1 homo_ev=-11.0 orbital_gap_ev=8.84 lumo_ev=-2.206
K -0.07557 0.07441 0.31255
O 0.11388 -1.81662 1.40525
As 1.62523 -2.44334 1.77512
C 1.79265 -4.22684 1.13940
C 0.76459 -5.11753 1.43860
C 0.84800 -6.42310 0.98268
C 1.94457 -6.83286 0.23240
C 2.96568 -5.94171 -0.06309
C 2.89312 -4.63035 0.39199
C 2.89569 -1.37489 0.81079
C 2.73876 -1.40404 -0.58091
C 3.53116 -0.60252 -1.38794
C 4.47686 0.23959 -0.81342
C 4.62180 0.28371 0.56423
C 3.83070 -0.51794 1.38176
C 1.86923 -2.44496 3.65997
C 0.71624 -2.70884 4.39745
C 0.78972 -2.74396 5.78188
C 1.99871 -2.51022 6.42426
C 3.14507 -2.25330 5.68567
C 3.08549 -2.22471 4.29822
H -0.10114 -4.80098 2.00591
H 0.05472 -7.12228 1.21080
H 2.00204 -7.85367 -0.12322
H 3.81950 -6.26268 -0.64535
H 3.69842 -3.94182 0.17093
H 2.01734 -2.07405 -1.03483
H 3.41527 -0.63907 -2.46287
H 5.09936 0.86273 -1.44241
H 5.35174 0.94519 1.01200
H 3.94448 -0.44747 2.45263
H -0.23496 -2.85240 3.90135
H -0.10106 -2.95052 6.36006
H 2.04878 -2.53397 7.50525
H 4.08956 -2.08296 6.18548
H 3.99725 -2.07862 3.73725
C -1.69671 5.28281 5.36894
C -0.63993 4.40162 5.20597
C -0.61110 3.55140 4.10367
C -1.63676 3.58441 3.16951
C -2.69836 4.46971 3.33488
C -2.72684 5.31678 4.43233
As -1.51966 2.36843 1.66460
C -1.62375 3.62309 0.17005
C -2.74232 4.07639 -0.52602
C -2.60425 5.01831 -1.53975
C -1.35479 5.52429 -1.86761
C -0.23469 5.08134 -1.17983
C -0.37002 4.13273 -0.17427
C -3.19198 1.37203 1.85672
C -4.45871 1.66467 1.35431
C -5.53925 0.84490 1.65699
C -5.37340 -0.27095 2.46530
C -4.11713 -0.57226 2.96870
C -3.03353 0.24039 2.66000
H -1.72062 5.94519 6.22511
H 0.16367 4.37094 5.93103
H 0.21703 2.86368 3.98229
H -3.50682 4.50734 2.61414
H -3.55202 6.00589 4.56084
H -3.73251 3.71771 -0.30084
H -3.48381 5.36098 -2.07014
H -1.25505 6.26119 -2.65449
H 0.74533 5.47248 -1.42208
H 0.51766 3.80699 0.35679
H -4.63630 2.52816 0.73569
H -6.51762 1.08739 1.26201
H -6.22012 -0.90324 2.70052
H -3.97466 -1.44050 3.59970
H -2.05816 -0.01857 3.05857

***

Record 4
12
Properties=species:S:1:pos:R:3 method="wB97M-V/def2-TZVPD" charge=0 spin_multiplicity=1 homo_ev="-8.8 / -8.7" orbital_gap_ev="7.92 / 7.98" lumo_ev="-0.853 / -0.690"
C -1.08861 -0.83119 1.14994
C -0.49617 0.24126 0.04279
C 0.29893 -0.46229 -0.95759
C 1.69742 0.20923 -1.19744
N -1.15188 1.31749 -0.28194
H -2.15744 -1.10268 1.05132
H -0.39660 -1.66122 1.14766
H -1.21983 -0.37693 2.10727
H 1.80288 0.71099 -2.17094
H 1.83670 0.93097 -0.45790
H 2.51820 -0.55538 -1.05728
H -1.64362 1.57975 0.62411